(1)
{"formula": "C3H6N2", "method": "ωB97M-V/def2-TZVPD", "symbols": ["C", "C", "N", "C", "N", "H", "H", "H", "H", "H", "H"], "positions_angstrom": [[-1.320, -0.351, 0.753], [-0.183, 0.436, 0.209], [1.012, 0.475, 0.639], [0.945, -0.510, -2.362], [1.718, 0.179, -1.793], [-1.631, -1.083, -0.004], [-1.034, -0.875, 1.669], [-2.171, 0.309, 0.947], [-0.376, 0.990, -0.717], [1.847, 0.548, -0.786], [1.193, -0.119, 1.446]], "forces_ev_per_angstrom": [[-0.014, -0.036, 0.139], [0.197, 0.073, 0.299], [-0.377, -0.013, 0.075], [1.160, 0.781, 0.112], [-0.725, -0.678, -0.127], [0.028, 0.137, 0.116], [-0.111, 0.044, -0.081], [0.033, -0.122, 0.001], [-0.051, -0.047, 0.285], [0.049, -0.267, -0.937], [-0.190, 0.128, 0.117]], "lowdin_charge": [-0.064, -0.305, 0.056, -0.107, -0.034, 0.088, 0.077, 0.082, 0.099, 0.030, 0.079], "lumo_ev": 0.9241, "charge": 0, "largest_force_ha_per_bohr": 0.027, "orbital_gap_ev": 11.77, "homo_ev": -10.84, "e_above_lowest_kj_mol": 205.6}


(2)
{"formula": "C18H33AuN7OPS2", "method": "ωB97M-V/def2-TZVPD", "symbols": ["Au", "C", "C", "N", "N", "C", "N", "S", "C", "C", "C", "C", "C", "N", "H", "H", "H", "H", "H", "H", "H", "H", "H", "H", "C", "C", "S", "O", "C", "C", "H", "H", "H", "H", "H", "H", "H", "H", "H", "H", "C", "N", "C", "N", "C", "N", "C", "P", "C", "C", "H", "H", "H", "H", "H", "H", "H", "H", "H", "H", "H", "H", "H"], "positions_angstrom": [[-0.270, -0.093, 0.504], [-2.521, 3.823, 0.440], [-1.996, 2.430, 0.330], [-0.765, 2.085, 0.417], [0.254, 2.981, 0.582], [1.509, 2.546, 0.793], [2.466, 3.440, 0.907], [1.913, 0.869, 0.929], [-2.940, 1.303, 0.068], [-4.274, 1.531, -0.195], [-5.105, 0.459, -0.516], [-4.569, -0.812, -0.568], [-3.223, -0.975, -0.269], [-2.429, 0.048, 0.049], [-1.780, 4.554, 0.753], [-3.334, 3.853, 1.167], [-2.933, 4.147, -0.519], [0.057, 3.972, 0.521], [2.303, 4.438, 0.856], [3.419, 3.151, 1.080], [-4.678, 2.533, -0.174], [-6.152, 0.629, -0.733], [-5.174, -1.669, -0.830], [-2.764, -1.955, -0.295], [2.172, -0.898, -5.630], [1.233, -1.430, -4.559], [1.876, -1.111, -2.871], [0.743, -1.132, -1.901], [3.007, -2.460, -2.465], [2.305, -3.816, -2.445], [1.813, -1.278, -6.588], [3.198, -1.247, -5.518], [2.153, 0.188, -5.694], [1.136, -2.518, -4.572], [0.246, -0.968, -4.566], [3.408, -2.179, -1.489], [3.819, -2.404, -3.195], [1.370, -3.779, -1.887], [2.976, -4.528, -1.966], [2.104, -4.191, -3.446], [0.738, -2.902, 5.001], [1.356, -3.666, 3.803], [0.432, -4.864, 3.483], [-0.882, -4.391, 3.235], [-1.427, -3.690, 4.399], [-0.592, -2.526, 4.688], [-0.706, -1.469, 3.703], [-0.113, -2.071, 2.038], [1.515, -2.781, 2.602], [-1.062, -3.684, 1.982], [1.369, -2.039, 5.210], [0.759, -3.582, 5.852], [2.278, -4.016, 4.079], [0.448, -5.520, 4.352], [0.846, -5.392, 2.625], [-1.426, -4.360, 5.258], [-2.451, -3.379, 4.203], [-0.112, -0.603, 4.003], [-1.745, -1.148, 3.617], [2.211, -1.976, 2.839], [1.950, -3.372, 1.794], [-0.705, -4.290, 1.148], [-2.121, -3.478, 1.819]], "forces_ev_per_angstrom": [[-0.063, 0.113, 1.052], [-0.027, -0.056, -0.048], [-0.092, 0.088, 0.002], [0.051, -0.089, -0.230], [-0.002, 0.005, 0.071], [-0.025, -0.089, 0.025], [0.020, 0.029, 0.022], [0.005, -0.082, -0.127], [0.126, -0.044, 0.049], [-0.098, 0.036, -0.041], [-0.014, 0.019, -0.020], [-0.009, -0.005, 0.034], [0.020, 0.090, 0.039], [-0.003, -0.139, -0.191], [-0.007, 0.001, 0.025], [0.014, -0.003, 0.020], [0.028, 0.000, -0.012], [-0.038, 0.019, -0.028], [-0.014, 0.000, 0.005], [0.002, -0.026, 0.011], [0.006, -0.005, 0.010], [0.003, 0.001, 0.007], [0.010, -0.002, 0.006], [-0.005, -0.002, 0.001], [-0.040, 0.008, -0.132], [0.262, 0.249, -0.198], [-0.820, -0.709, -0.051], [0.599, 0.125, -0.415], [0.260, 0.038, 0.116], [-0.104, 0.020, -0.122], [-0.009, -0.046, 0.015], [-0.018, -0.009, 0.025], [0.042, 0.006, 0.105], [-0.045, -0.008, 0.048], [0.017, 0.039, 0.067], [0.034, 0.053, -0.032], [-0.022, 0.074, -0.008], [0.034, -0.023, 0.052], [0.025, 0.027, -0.006], [0.016, 0.009, -0.005], [-0.104, 0.078, -0.015], [0.036, -0.046, 0.027], [-0.145, 0.038, -0.069], [-0.241, -0.267, 0.016], [0.228, 0.085, -0.170], [-0.189, 0.116, 0.309], [0.117, 0.008, -0.199], [-0.236, 0.001, 0.255], [0.081, 0.175, -0.241], [0.168, 0.177, -0.131], [0.055, -0.011, -0.064], [0.045, -0.074, -0.045], [0.006, -0.009, -0.013], [0.056, 0.053, 0.054], [0.073, 0.056, -0.016], [-0.004, -0.012, 0.003], [-0.005, 0.009, -0.003], [-0.016, 0.020, 0.004], [-0.013, -0.002, 0.015], [-0.005, -0.007, 0.090], [0.029, -0.055, 0.037], [-0.034, -0.023, -0.009], [-0.018, -0.020, 0.024]], "lowdin_charge": [0.674, 0.031, -0.201, -0.033, 0.037, -0.735, 0.175, 0.655, -0.201, 0.044, 0.032, 0.011, -0.097, -0.028, 0.087, 0.121, 0.127, 0.166, 0.155, 0.136, 0.134, 0.145, 0.137, 0.110, -0.085, -0.290, 1.124, -0.426, -0.314, -0.088, 0.114, 0.091, 0.097, 0.104, 0.115, 0.101, 0.120, 0.076, 0.106, 0.093, -0.072, -0.050, -0.075, -0.142, -0.107, -0.144, -0.277, 0.969, -0.228, -0.269, 0.156, 0.162, 0.197, 0.162, 0.154, 0.157, 0.151, 0.107, 0.110, 0.105, 0.107, 0.107, 0.102], "lumo_ev": [-11.2553, -14.3681], "charge": 4, "s2": 2.011, "largest_force_ha_per_bohr": 0.021, "orbital_gap_ev": [7.80, 5.14], "spin_multiplicity": 3, "homo_ev": [-19.06, -19.51], "e_above_lowest_kj_mol": 73.6}


(3)
{"formula": "C5H15N2O8PS2", "method": "ωB97M-V/def2-TZVPD", "symbols": ["N", "P", "O", "S", "O", "O", "C", "C", "O", "C", "N", "H", "H", "H", "H", "H", "H", "H", "H", "H", "H", "H", "C", "C", "O", "S", "O", "O", "O", "H", "H", "H", "H"], "positions_angstrom": [[-4.227, 0.852, 0.525], [-4.108, 0.172, -0.909], [-3.661, 1.293, -2.151], [-2.303, 0.683, -2.959], [-2.717, -0.681, -3.370], [-1.236, 0.609, -1.691], [-0.187, -0.338, -1.917], [-0.117, -1.287, -0.640], [-0.647, -0.550, 0.445], [-0.881, -2.613, -0.862], [-1.415, -3.173, 0.394], [-3.979, 1.836, 0.440], [-5.339, -0.372, -1.376], [-3.175, -0.891, -0.827], [-0.298, -0.914, -2.853], [0.802, 0.160, -1.978], [0.957, -1.464, -0.442], [0.047, -0.017, 0.837], [-0.164, -3.366, -1.251], [-1.658, -2.487, -1.649], [-1.993, -2.479, 0.862], [-2.060, -3.905, 0.105], [4.266, 1.798, 1.103], [4.350, 1.302, 2.535], [3.224, 1.893, 3.192], [2.009, 2.039, 2.139], [1.128, 0.926, 2.307], [1.551, 3.387, 2.162], [2.869, 1.799, 0.792], [4.638, 2.821, 1.015], [4.807, 1.155, 0.411], [5.274, 1.597, 3.025], [4.241, 0.216, 2.585]], "forces_ev_per_angstrom": [[0.139, -0.462, -2.189], [-0.560, 1.893, 2.482], [1.545, -2.422, 0.842], [-1.277, -0.583, -0.841], [0.965, 1.690, 0.813], [-1.032, -0.190, -1.248], [1.353, -1.116, 0.818], [0.059, 0.749, -0.497], [-0.268, -0.774, -0.204], [0.118, -0.127, 0.071], [-0.242, 0.147, -0.577], [-0.146, -0.014, 0.427], [0.631, 0.016, -0.280], [-0.349, 0.184, -0.737], [-0.259, 0.208, 0.409], [-0.772, 0.320, -0.014], [-0.396, -0.271, -0.175], [0.070, 0.121, 0.291], [-0.288, 0.492, 0.004], [0.319, 0.155, 0.383], [0.240, 0.084, 0.012], [0.118, -0.106, 0.288], [0.407, 0.362, 0.116], [0.087, -0.546, -0.198], [-0.352, 0.361, -0.512], [0.271, 0.199, 0.096], [0.218, 0.555, -0.264], [0.028, -0.759, 0.115], [-0.298, -0.263, 0.516], [0.015, -0.033, 0.010], [-0.229, -0.046, -0.069], [-0.169, 0.158, 0.134], [0.056, 0.020, -0.022]], "lowdin_charge": [-0.289, 0.690, -0.530, 0.943, -0.454, -0.370, -0.190, -0.328, -0.038, -0.237, 0.001, -0.039, 0.014, 0.001, 0.112, 0.124, 0.145, 0.050, 0.119, 0.096, 0.058, 0.065, -0.166, -0.166, -0.182, 0.647, -0.220, -0.205, -0.194, 0.135, 0.136, 0.137, 0.135], "lumo_ev": 0.2911, "charge": 0, "largest_force_ha_per_bohr": 0.062, "orbital_gap_ev": 8.79, "homo_ev": -8.50}